(1)
Molecular formula: ClPd
Method: DFT, wB97M-V/def2-TZVPD

Properties
Kohn-Sham gap (alpha / beta)	9.76 / 7.91	eV
energy relative to the best compared isomer or geometry (same formula, charge and spin)	16.3	kcal/mol
spin multiplicity	3
E_LUMO (alpha / beta)	-7.26 / -8.61	eV
charge	+1
E_HOMO (alpha / beta)	-0.6255 / -0.6069	Ha
DFT total energy	-15990.324	eV

CARTESIAN COORDINATES (ANGSTROEM)
Pd (-1.077, 1.229, -0.475)
Cl (1.077, -1.229, 0.475)



(2)
Molecular formula: C6H9N
Method: DFT, wB97M-V/def2-TZVPD

Properties
Kohn-Sham gap	10.18	eV
energy relative to the best compared isomer or geometry (same formula, charge and spin)	111.6	kcal/mol
E_LUMO	1.11	eV
charge	0
E_HOMO	-0.3335	Ha
DFT total energy	-7853.321	eV

CARTESIAN COORDINATES (ANGSTROEM)
C (-0.366, 1.636, 1.101)
C (-0.243, 0.473, 0.171)
C (-1.017, -0.698, -0.314)
C (-0.479, -0.412, -1.689)
N (0.601, 0.406, -1.059)
C (1.508, -0.848, -0.021)
C (0.183, -0.947, 0.592)
H (-0.939, 2.477, 0.699)
H (0.635, 2.006, 1.357)
H (-0.847, 1.296, 2.023)
H (-1.992, -1.033, 0.022)
H (-0.086, -1.209, -2.323)
H (-1.198, 0.205, -2.247)
H (2.154, -0.021, 0.232)
H (2.127, -1.783, -0.021)
H (-0.040, -1.546, 1.476)



(3)
Molecular formula: C4H13N2O2
Method: DFT, wB97M-V/def2-TZVPD

Properties
Kohn-Sham gap	10.33	eV
energy relative to the best compared isomer or geometry (same formula, charge and spin)	50.9	kcal/mol
E_LUMO	-3.84	eV
charge	+1
E_HOMO	-0.5210	Ha
DFT total energy	-11427.267	eV

CARTESIAN COORDINATES (ANGSTROEM)
C (-0.472, 0.215, -2.138)
C (2.790, 1.303, 0.547)
C (-0.293, -0.513, -0.741)
C (1.297, 1.198, 0.381)
N (0.352, 2.091, 0.624)
N (-2.178, -2.614, 1.297)
O (-1.288, -0.171, 0.116)
O (1.035, -0.058, -0.300)
H (0.040, 1.174, -1.917)
H (-0.085, -0.407, -2.979)
H (-1.553, 0.297, -2.231)
H (3.223, 0.587, -0.090)
H (3.002, 1.153, 1.600)
H (3.151, 2.306, 0.339)
H (-0.218, -1.512, -1.041)
H (-0.598, 1.710, 0.589)
H (0.466, 3.029, 0.898)
H (-1.542, -2.948, 2.018)
H (-2.325, -3.415, 0.675)
H (-3.148, -2.455, 1.732)
H (-1.655, -0.972, 0.620)